33
Properties=species:S:1:pos:R:3:forces:R:3:lowdin_charge:R:1 method="wB97M-V/def2-TZVPD" spin_multiplicity=5 de_lowest_kj_mol=0.0 orbital_gap_ev="7.93 / 6.74" lumo_energy_ev="0.20 / -1.89" charge=0 e_homo_ha="-0.2839 / -0.3169"
Rh 2.4906 -0.7309 0.7244 1.1 -0.2 0.3 0.19
N 4.5220 -1.9234 0.8839 -0.2 0.0 0.2 -0.07
N 4.9503 -1.6571 2.2060 0.5 0.0 -0.2 -0.04
C 4.0279 -1.3316 3.2423 0.2 -0.2 -0.2 -0.79
O 4.4365 -1.4069 4.3818 0.4 -0.1 0.4 0.03
O 2.8674 -0.9821 2.8685 -0.9 0.3 -0.8 -0.20
H 4.3668 -2.9260 0.7177 0.2 0.4 0.1 0.10
H 5.2249 -1.5832 0.2264 -0.3 -0.1 0.2 0.09
H 5.8039 -2.1060 2.5175 -0.3 0.0 0.0 0.13
C -1.2669 -1.5112 1.1955 0.0 0.1 0.0 -0.29
As 0.1365 -0.7042 0.0938 -0.9 0.3 -0.3 1.04
C -0.3956 -1.3511 -1.6877 0.1 0.0 0.1 -0.29
C -0.4532 1.1983 -0.0008 0.2 -0.1 0.1 -0.35
C -1.7269 1.5091 -0.7104 -0.1 0.1 0.0 -0.32
C -1.7339 1.6176 -2.0996 0.0 0.0 0.0 -0.07
C -2.8835 1.9770 -2.7777 0.0 0.0 -0.1 -0.08
C -4.0499 2.2508 -2.0816 0.0 0.0 0.0 -0.09
C -4.0518 2.1573 -0.6994 -0.1 0.0 0.0 -0.08
C -2.9040 1.7834 -0.0183 0.1 -0.1 0.0 -0.05
H -2.2528 -1.2573 0.8016 0.1 0.0 0.0 0.03
H -1.1723 -1.1263 2.2127 0.0 0.0 -0.1 0.03
H -1.1678 -2.5993 1.2289 0.1 0.2 -0.1 0.03
H -1.4365 -1.0943 -1.8874 0.1 0.0 0.1 0.03
H -0.2801 -2.4333 -1.7544 0.1 0.0 0.1 0.02
H 0.2415 -0.8884 -2.4429 0.0 0.0 0.0 0.02
H 0.3777 1.7178 -0.4933 -0.1 -0.2 0.1 0.01
H -0.4836 1.5512 1.0353 0.1 -0.1 -0.1 0.08
H -0.8186 1.4443 -2.6521 0.0 0.0 0.0 0.11
H -2.8614 2.0606 -3.8535 0.0 0.0 -0.1 0.10
H -4.9418 2.5564 -2.6127 0.0 0.0 0.0 0.10
H -4.9483 2.4016 -0.1474 -0.1 0.0 0.1 0.10
H -2.9052 1.7301 1.0638 0.0 0.0 0.0 0.11
Te 3.2874 1.6557 0.5194 -0.1 -0.4 0.0 0.38

---

12
Properties=species:S:1:pos:R:3:forces:R:3:lowdin_charge:R:1 method="wB97M-V/def2-TZVPD" spin_multiplicity=3 de_lowest_kj_mol=109.8 orbital_gap_ev="5.29 / 5.17" lumo_energy_ev="-5.71 / -5.85" charge=+1 e_homo_ha="-0.4045 / -0.4050"
O -2.7132 1.0927 -0.2357 1.1 1.7 2.5 -0.01
C -1.6581 0.9954 0.4216 -1.5 0.2 -5.2 -0.24
C -1.1507 -0.3974 0.4100 -1.8 -1.4 -0.3 -0.20
C 0.3391 -0.5349 0.3339 0.5 -0.3 -0.6 -0.12
C 1.0719 -0.1727 -0.7414 -1.9 0.3 0.4 -0.33
O 2.3732 -0.2659 -0.8781 4.2 -0.1 1.2 -0.41
Ce 4.6900 -0.2294 0.0143 -3.2 -0.1 -1.2 1.65
H -0.8817 1.7773 0.2783 -0.5 0.6 1.4 0.12
H -1.5527 -0.8821 1.3157 0.2 -0.3 -0.4 0.12
H 0.8520 -0.9741 1.1961 -0.1 0.1 -0.2 0.10
H 0.5476 0.2745 -1.6048 0.2 -0.3 0.2 0.13
H -1.9173 -0.6834 -0.5098 2.7 -0.6 2.2 0.19

---

5
Properties=species:S:1:pos:R:3:forces:R:3:lowdin_charge:R:1 method="wB97M-V/def2-TZVPD" smiles="C1=CO1" de_lowest_kj_mol=354.4 orbital_gap_ev=9.32 lumo_energy_ev=0.80 charge=0 e_homo_ha=-0.3130
C 0.1996 -0.6631 0.0339 1.7 -0.6 1.4 0.05
C -0.5630 0.3452 -0.0379 0.2 0.8 -1.5 -0.13
O 0.7672 0.8159 0.1385 -0.6 0.3 0.0 -0.14
H 0.9242 -1.3282 0.4895 -0.9 -0.5 -0.5 0.11
H -1.3281 0.8301 -0.6240 -0.4 -0.1 0.7 0.11

---

86
Properties=species:S:1:pos:R:3:forces:R:3:lowdin_charge:R:1 method="wB97M-V/def2-TZVPD" spin_multiplicity=4 de_lowest_kj_mol=185.1 orbital_gap_ev="6.40 / 6.53" lumo_energy_ev="2.30 / 2.30" charge=-1 e_homo_ha="-0.1504 / -0.1553"
Cr 0.0212 -0.4732 -0.0518 -0.6 1.3 -1.8 0.53
O 1.5155 -0.5172 0.9149 0.8 -0.7 1.1 -0.33
C 2.1931 0.0444 1.9792 -0.1 -0.1 -0.3 -0.45
C 1.6600 1.4722 2.1614 -0.2 -0.1 -0.1 -0.05
C 0.1788 1.4821 2.4122 0.2 0.1 0.0 -0.23
C -0.2942 1.7454 3.6851 0.0 0.1 0.1 -0.01
C -1.6579 1.8224 3.9015 0.2 0.1 0.4 -0.04
C -2.5030 1.6571 2.8368 -0.3 0.0 -0.3 -0.02
C -1.9773 1.3700 1.5810 0.1 0.0 -0.1 -0.23
C -2.8990 1.1260 0.4294 0.0 -0.2 0.0 -0.06
C -3.0015 -0.4017 0.1596 0.1 0.2 0.0 -0.47
O -1.7714 -0.8593 -0.2311 -0.5 -0.7 0.5 -0.36
C -3.9725 -0.7147 -0.9814 0.0 0.0 -0.1 -0.15
C -4.0473 -2.0448 -1.3964 0.0 0.0 0.0 -0.01
C -4.8694 -2.4135 -2.4472 0.0 0.1 0.0 -0.07
C -5.6349 -1.4525 -3.1057 0.0 0.0 0.0 -0.10
C -5.5483 -0.1273 -2.7160 0.1 0.0 0.1 -0.09
C -4.7135 0.2412 -1.6597 -0.1 0.0 0.0 -0.03
C -3.4766 -1.0895 1.4584 0.0 0.0 -0.1 -0.14
C -2.5579 -1.6837 2.3164 -0.1 0.0 0.1 -0.01
C -2.9677 -2.2587 3.5148 0.0 0.0 -0.1 -0.07
C -4.3116 -2.2519 3.8688 0.1 0.0 0.0 -0.10
C -5.2385 -1.6652 3.0146 0.1 0.0 0.0 -0.09
C -4.8216 -1.0902 1.8194 0.0 0.0 0.1 -0.03
N -0.6490 1.2516 1.3752 -0.2 -0.3 0.2 0.15
C 3.6870 0.0474 1.6366 0.0 0.0 0.0 -0.13
C 4.5400 1.0979 1.9488 0.1 0.0 0.0 -0.04
C 5.8918 1.0391 1.6115 -0.1 0.0 0.0 -0.10
C 6.3950 -0.0706 0.9511 -0.1 0.0 0.0 -0.11
C 5.5379 -1.1187 0.6220 0.0 0.1 0.1 -0.07
C 4.1976 -1.0600 0.9635 0.0 0.0 0.0 -0.02
C 1.9712 -0.7911 3.2496 0.1 0.0 0.0 -0.12
C 2.4424 -0.3506 4.4841 0.0 0.0 0.1 -0.04
C 2.2417 -1.1039 5.6316 0.0 0.0 0.0 -0.09
C 1.5732 -2.3212 5.5598 0.0 0.0 -0.1 -0.10
C 1.1151 -2.7752 4.3307 0.1 0.1 -0.1 -0.08
C 1.3169 -2.0159 3.1804 0.0 0.0 0.1 -0.01
H 1.8692 1.9908 1.2250 0.0 0.1 0.0 0.13
H 2.1616 1.9866 2.9784 0.0 0.1 0.0 0.10
H 0.4121 1.8964 4.4902 0.0 0.0 0.0 0.11
H -2.0517 2.0229 4.8913 0.0 0.0 0.0 0.11
H -3.5770 1.7201 2.9582 0.0 0.0 0.0 0.12
H -2.4929 1.5759 -0.4775 0.0 0.0 0.0 0.11
H -3.8816 1.5440 0.6560 0.0 0.1 0.0 0.12
H -3.4311 -2.7831 -0.8943 0.0 0.0 0.0 0.13
H -4.9008 -3.4482 -2.7670 0.0 0.0 0.0 0.10
H -6.2844 -1.7390 -3.9244 0.1 0.0 0.0 0.09
H -6.1155 0.6321 -3.2420 0.0 0.0 0.0 0.10
H -4.6450 1.2875 -1.3864 0.0 0.0 0.0 0.10
H -1.5118 -1.6990 2.0412 0.0 0.0 0.0 0.10
H -2.2310 -2.7141 4.1682 0.0 0.0 0.0 0.09
H -4.6343 -2.7008 4.8013 0.0 0.0 0.0 0.09
H -6.2910 -1.6640 3.2760 0.0 0.0 0.0 0.09
H -5.5527 -0.6398 1.1556 0.0 0.0 0.0 0.12
H 4.1688 1.9841 2.4508 0.0 0.0 0.0 0.10
H 6.5443 1.8680 1.8609 0.0 0.0 0.0 0.09
H 7.4444 -0.1157 0.6856 0.0 0.0 0.0 0.09
H 5.9136 -1.9804 0.0831 0.0 0.0 0.0 0.10
H 3.5217 -1.8547 0.6726 0.0 0.1 0.0 0.12
H 2.9848 0.5881 4.5526 0.0 -0.1 0.0 0.11
H 2.6112 -0.7437 6.5848 0.0 0.0 0.0 0.10
H 1.4167 -2.9120 6.4544 0.0 0.0 0.0 0.09
H 0.6003 -3.7267 4.2574 0.0 0.0 0.0 0.10
H 0.9709 -2.3746 2.2194 0.0 0.0 0.0 0.11
S -0.2475 0.7162 -2.2418 0.0 -0.5 0.6 0.65
C -0.5472 -0.7686 -3.1245 -0.3 0.6 -0.7 -0.71
C -1.0803 -0.5651 -4.4606 0.2 0.0 0.5 -0.30
N -1.4641 -0.3364 -5.5227 0.0 0.0 0.0 0.14
C -0.2923 -2.0282 -2.7045 0.0 -0.8 -0.1 -0.71
S 0.4409 -2.5152 -1.2038 0.0 0.3 0.0 0.68
C -0.6395 -3.1285 -3.5929 0.1 0.4 0.3 -0.29
N -0.9239 -4.0181 -4.2659 0.0 0.0 0.0 0.14
C 2.4532 0.6511 -4.4416 -0.1 0.1 -0.1 -0.22
As 3.1215 0.8462 -2.6500 0.4 -0.4 0.3 0.92
C 2.7021 2.6098 -1.9887 -0.1 0.0 0.0 -0.22
C 5.0266 1.0199 -2.9526 0.1 0.1 0.0 -0.23
O 2.8829 -0.4098 -1.6150 0.1 0.4 -0.4 -0.52
H 3.0594 1.2501 -5.1233 0.0 0.0 0.0 0.03
H 1.4096 0.9451 -4.5005 0.0 0.0 0.0 0.00
H 2.5421 -0.4044 -4.6903 0.0 0.0 0.0 0.05
H 2.9483 3.3552 -2.7472 0.0 0.0 0.0 0.03
H 3.3142 2.7671 -1.1011 0.0 0.0 0.0 0.03
H 1.6486 2.6688 -1.7353 0.0 0.0 0.0 -0.01
H 5.2632 1.8783 -3.5855 0.0 0.0 0.0 0.03
H 5.3809 0.1050 -3.4238 0.0 0.0 0.0 0.03
H 5.5109 1.1253 -1.9824 0.0 0.0 0.0 0.02